{"formula": "C30H53BF4N9O3Si", "method": "ωB97M-V with the def2-TZVPD basis set", "total_charge": -1, "symbols": ["Si", "F", "F", "F", "F", "O", "O", "O", "N", "N", "N", "N", "N", "N", "N", "N", "N", "C", "C", "C", "C", "C", "C", "C", "C", "C", "C", "C", "C", "C", "C", "C", "C", "C", "C", "C", "C", "C", "C", "C", "C", "C", "C", "C", "C", "C", "C", "B", "H", "H", "H", "H", "H", "H", "H", "H", "H", "H", "H", "H", "H", "H", "H", "H", "H", "H", "H", "H", "H", "H", "H", "H", "H", "H", "H", "H", "H", "H", "H", "H", "H", "H", "H", "H", "H", "H", "H", "H", "H", "H", "H", "H", "H", "H", "H", "H", "H", "H", "H", "H", "H"], "xyz": [[0.065, 3.246, -2.059], [1.689, -4.570, 1.256], [-3.235, -3.241, -0.944], [1.791, -2.758, 2.450], [3.352, -3.187, 1.002], [-2.528, 1.972, -1.562], [-0.071, -2.443, 0.247], [-0.748, 0.599, -0.863], [-3.150, -1.913, 3.887], [-0.323, -0.494, -4.644], [-0.223, 4.467, 2.320], [2.226, 1.516, 1.108], [1.772, 6.195, -3.243], [-2.404, -8.578, 3.188], [7.635, -6.006, 3.651], [-3.641, 1.313, 0.424], [7.110, -4.955, -1.212], [1.960, 8.147, -4.956], [7.854, -2.471, -0.968], [1.836, 1.411, 2.179], [6.844, -5.690, 2.886], [-2.266, 1.991, 3.704], [-3.035, 0.887, -0.837], [-2.060, -1.291, -1.753], [7.444, -3.866, -1.104], [-3.400, -2.010, -1.602], [-3.302, 2.372, 2.651], [-0.727, 5.458, 2.587], [-0.473, 4.676, -0.900], [1.853, 7.057, -3.991], [-2.825, -3.007, 3.804], [-1.879, -0.196, -0.675], [1.309, -2.509, 0.106], [5.837, -5.285, 1.910], [2.008, -3.260, 1.221], [-0.285, 3.884, -3.842], [-0.678, -1.427, -5.206], [-2.790, 2.213, 1.205], [-2.730, -8.013, 2.248], [-1.865, -0.827, 0.707], [-1.147, -2.609, -5.924], [-3.142, -7.279, 1.052], [-1.404, 6.707, 2.912], [1.337, 1.300, 3.545], [-2.384, -4.383, 3.608], [-0.486, -1.344, 1.067], [1.936, 2.914, -1.929], [-1.087, 1.626, -1.870], [-2.633, 3.185, 0.741], [-2.391, -6.535, 0.796], [0.426, 3.424, -4.527], [-2.572, -1.647, 0.820], [-0.299, -3.228, -6.213], [-4.091, -6.779, 1.234], [-4.192, 1.763, 2.787], [-1.425, 2.677, 3.728], [7.038, -1.887, -0.548], [-3.796, -2.241, -2.591], [2.152, 2.216, -1.126], [-1.249, -2.010, -1.724], [-1.689, -2.307, -6.819], [0.384, 0.773, 3.545], [-1.151, 1.123, -2.990], [8.718, -2.404, -0.311], [2.051, 0.752, 4.157], [-0.112, 5.624, -1.307], [-1.562, 4.730, -0.948], [2.943, 8.133, -5.421], [2.454, 3.861, -1.765], [0.217, -0.511, 1.047], [-0.544, -1.707, 2.100], [1.199, 8.033, -5.726], [-1.491, -4.397, 2.984], [-3.881, 0.525, -1.440], [4.912, -5.024, 2.419], [-3.171, -4.950, 3.116], [1.816, 9.101, -4.452], [6.188, -4.424, 1.350], [-1.810, -3.190, -5.285], [1.789, -1.533, 0.007], [2.283, 2.536, -2.891], [-4.132, -1.403, -1.080], [1.191, 2.295, 3.961], [-3.258, -7.969, 0.219], [8.114, -2.068, -1.944], [-0.119, 4.530, 0.121], [-3.535, 3.428, 2.802], [-2.734, 1.991, 4.691], [-1.797, 1.768, 1.247], [-2.293, 6.499, 3.505], [1.522, -3.065, -0.806], [-2.157, -4.845, 4.566], [-1.910, 0.975, 3.536], [-0.737, 7.353, 3.478], [-1.697, 7.211, 1.992], [5.646, -6.100, 1.216], [-2.054, -0.881, -2.758], [-1.300, 3.574, -4.092], [-2.100, -0.118, 1.490], [-4.472, 1.841, 0.184], [-0.263, 4.966, -3.916]], "mulliken_charge": [1.014, -0.293, -0.344, -0.259, -0.299, -0.494, -0.277, -0.482, -0.397, -0.336, -0.407, -0.506, -0.308, -0.412, -0.393, -0.061, -0.419, -0.827, -0.800, 0.515, 0.257, -0.587, -0.764, -0.747, 0.405, -0.560, -0.980, 0.542, -0.738, 0.358, 0.362, 1.483, -0.632, -0.368, 0.860, -1.460, 0.446, 0.431, 0.364, -0.843, -0.900, -0.722, -0.987, -0.731, -0.589, -0.374, -1.217, 0.581, 0.330, 0.181, 0.312, 0.352, 0.284, 0.271, 0.397, -0.013, 0.268, 0.439, 0.291, 0.234, 0.282, -0.037, -0.416, 0.265, 0.423, 0.457, 0.309, 0.259, 0.337, -0.318, 0.481, 0.262, 0.178, 0.369, 0.164, 0.092, 0.259, -0.026, 0.265, 0.264, 0.334, 0.238, 0.289, 0.345, 0.321, -0.206, 0.385, 0.439, -0.318, 0.287, 0.445, 0.378, -0.010, 0.323, 0.283, 0.329, -0.154, 0.380, -0.105, 0.372, 0.328]}

---

{"formula": "C30H53ClFNO12S2", "method": "ωB97M-V with the def2-TZVPD basis set", "smiles": "CCCCCC[C@](CCCCCOCC)(O[C@@](CCOC=O)(CC(=O)O)N=C=S)[C@@H](Cl)O[C@H](COC)CC(=O)F.CCOS(C)(=O)=O", "symbols": ["Cl", "S", "S", "F", "O", "O", "O", "O", "O", "O", "O", "O", "O", "O", "O", "O", "N", "C", "C", "C", "C", "C", "C", "C", "C", "C", "C", "C", "C", "C", "C", "C", "C", "C", "C", "C", "C", "C", "C", "C", "C", "C", "C", "C", "C", "C", "C", "H", "H", "H", "H", "H", "H", "H", "H", "H", "H", "H", "H", "H", "H", "H", "H", "H", "H", "H", "H", "H", "H", "H", "H", "H", "H", "H", "H", "H", "H", "H", "H", "H", "H", "H", "H", "H", "H", "H", "H", "H", "H", "H", "H", "H", "H", "H", "H", "H", "H", "H", "H", "H"], "xyz": [[-2.497, 3.341, -0.711], [3.379, 3.836, -2.170], [2.839, -0.398, 6.993], [-5.256, -2.653, 0.246], [-1.185, 0.898, -6.281], [0.173, 2.367, -1.788], [-4.768, 1.083, 0.762], [2.723, -1.824, 6.976], [-0.302, -4.596, -2.442], [-0.675, 4.899, -5.502], [-5.634, -2.105, -1.808], [3.693, 0.039, 8.271], [-2.903, 0.991, -1.994], [1.138, 5.607, -4.452], [-0.562, -0.566, -7.825], [3.306, 0.326, 5.849], [1.428, 2.733, -3.770], [-2.115, 1.580, -1.001], [1.769, 1.245, 2.046], [-0.046, 4.895, -4.518], [0.369, -3.419, -2.873], [6.007, 0.090, 7.456], [-0.066, 1.389, 0.340], [-0.241, -0.140, -1.603], [5.012, -0.514, 8.428], [-5.639, 0.211, 1.483], [-0.639, -0.281, -6.698], [1.949, -1.559, -1.994], [2.714, 0.075, 2.422], [0.018, 2.686, -3.142], [2.212, 3.190, -2.998], [-3.686, -1.089, -0.872], [-5.018, 1.142, -0.636], [-0.567, 1.337, -1.165], [-1.487, -4.307, -1.703], [2.216, -1.330, 1.998], [-1.379, -4.649, -0.184], [1.466, 1.333, 0.492], [-4.947, -1.962, -0.893], [-4.045, 0.298, -1.511], [1.301, 0.301, 7.502], [1.142, -2.828, -1.648], [0.760, -1.678, 2.452], [-0.464, 4.196, -3.226], [1.088, -0.312, -2.395], [-0.878, 1.855, -4.098], [-0.186, 1.615, -5.480], [-1.781, 2.443, -4.339], [-6.631, 0.074, 1.023], [2.870, 0.059, 3.513], [-1.225, 0.867, -3.774], [-2.051, -5.457, 0.138], [1.157, -3.742, -3.576], [2.564, -1.807, -2.883], [-0.306, -2.680, -3.344], [-2.342, -4.848, -2.140], [1.937, 0.441, 0.052], [-0.228, -1.019, -5.969], [-5.002, 2.211, -0.915], [1.881, -3.611, -1.387], [0.951, -0.219, 8.390], [-2.987, -1.582, -1.568], [-1.042, -0.565, -2.239], [-5.114, -0.734, 1.702], [5.761, -0.167, 6.426], [-0.113, 4.751, -2.339], [0.498, -2.719, -0.760], [0.711, -2.771, 2.611], [-0.539, 0.563, 0.902], [-1.683, -3.745, 0.384], [-5.817, 0.690, 2.466], [0.094, -1.497, 1.584], [0.660, 0.912, -5.376], [-0.341, -4.850, 0.124], [-3.278, -0.987, 0.144], [1.971, 2.230, 0.110], [0.101, 2.543, -5.984], [3.717, 0.208, 1.967], [2.270, -1.513, 0.911], [5.320, -0.288, 9.448], [0.806, -0.465, -3.458], [7.014, -0.277, 7.661], [-0.413, 2.324, 0.817], [2.654, -1.243, -1.209], [0.834, 1.085, 2.617], [-0.247, -0.774, -0.698], [-2.378, 1.095, -0.044], [-1.564, 4.232, -3.188], [0.597, 0.165, 6.683], [-4.630, 0.028, -2.410], [6.002, 1.178, 7.527], [2.239, 2.196, 2.344], [4.977, -1.602, 8.334], [-6.040, 0.801, -0.903], [2.892, -2.082, 2.450], [1.444, 1.361, 7.698], [1.802, 5.220, -5.041], [0.417, -1.132, 3.343], [1.753, 0.562, -2.386], [-1.653, -3.214, -1.777]], "mulliken_charge": [-0.216, -0.360, 1.259, -0.282, -0.394, -0.320, -0.313, -0.683, -0.499, -0.477, -0.458, -0.281, -0.280, -0.492, -0.457, -0.597, -0.687, -0.181, -0.745, -0.103, -0.949, -0.964, -1.927, 0.779, -0.350, -0.654, 0.310, -1.289, -0.617, 1.561, 0.393, 0.763, -1.378, 0.706, 0.783, 0.128, -1.081, 0.771, 0.278, -0.273, -0.936, 0.133, -0.520, -0.448, -0.325, -0.962, -0.699, 0.716, 0.322, 0.023, 0.049, 0.349, 0.406, 0.479, 0.387, 0.438, -0.562, 0.250, 0.559, 0.573, 0.337, -0.617, 0.363, 0.242, 0.283, 0.502, -0.378, 0.338, 0.220, 0.195, 0.242, -0.254, 0.446, 0.332, 0.382, 0.016, 0.297, 0.361, -0.361, 0.271, 0.030, 0.383, 0.856, 0.532, 0.275, -0.435, 0.433, 0.578, 0.331, 0.884, 0.260, 0.440, 0.329, 0.458, 0.581, 0.319, 0.334, 0.241, -0.107, -0.599]}

---

{"formula": "C30H53FN2NbO7", "method": "ωB97M-V with the def2-TZVPD basis set", "total_charge": -1, "symbols": ["Nb", "F", "O", "O", "O", "O", "O", "O", "O", "N", "N", "C", "C", "C", "C", "C", "C", "C", "C", "C", "C", "C", "C", "C", "C", "C", "C", "C", "C", "C", "C", "C", "C", "C", "C", "C", "C", "C", "C", "C", "C", "H", "H", "H", "H", "H", "H", "H", "H", "H", "H", "H", "H", "H", "H", "H", "H", "H", "H", "H", "H", "H", "H", "H", "H", "H", "H", "H", "H", "H", "H", "H", "H", "H", "H", "H", "H", "H", "H", "H", "H", "H", "H", "H", "H", "H", "H", "H", "H", "H", "H", "H", "H", "H"], "xyz": [[0.253, -2.492, 0.128], [-3.098, -3.107, 0.447], [-7.781, -1.869, 2.845], [-6.362, -0.281, 2.134], [-0.971, 1.486, -1.690], [-1.991, 3.864, 3.594], [3.848, 3.534, -4.317], [-2.873, 1.887, 3.058], [3.134, 1.796, -3.090], [1.647, -1.901, 1.576], [1.645, -3.341, -1.183], [0.316, 3.067, 1.400], [0.133, 2.750, 0.057], [6.169, 3.147, -4.281], [-1.170, 2.162, -0.472], [-7.479, -3.476, 1.142], [5.115, -0.252, 1.373], [-6.798, -1.392, 2.045], [0.316, -0.495, -0.996], [-1.408, -1.679, 1.493], [1.540, 3.568, 1.835], [3.977, -1.112, 1.969], [-2.846, -1.899, 1.082], [4.016, 2.349, -3.666], [1.186, 2.942, -0.846], [-8.009, -3.263, 2.557], [-0.977, 0.054, -1.609], [5.055, 3.900, -4.999], [2.406, 3.436, -0.392], [-2.936, 3.217, 3.242], [4.139, -2.901, -2.342], [-4.328, 3.718, 2.904], [-5.157, 2.433, 2.922], [5.450, 1.877, -3.830], [-4.123, 1.387, 2.532], [-1.137, -0.417, -3.047], [2.724, -1.025, 1.111], [-6.337, -2.464, 1.091], [4.135, -3.647, -1.011], [2.734, -4.138, -0.582], [2.600, 3.754, 0.949], [1.686, 3.798, 2.881], [-4.659, 4.450, 3.636], [-7.466, -3.857, 3.294], [2.648, -5.163, -0.949], [2.378, 0.012, 1.188], [3.595, -3.463, -3.097], [-8.246, -3.208, 0.413], [3.558, 4.114, 1.285], [-3.483, -1.912, 1.977], [-1.281, -2.205, 2.444], [-0.272, -0.096, -3.619], [5.470, 1.098, -4.593], [-1.219, -0.624, 1.696], [0.000, -4.141, 0.945], [-1.046, -2.952, -1.099], [6.494, 3.715, -3.407], [1.008, -0.649, -1.825], [4.523, -2.947, -0.271], [-5.513, 2.238, 3.935], [4.286, -2.145, 2.110], [-6.186, -2.052, 0.098], [4.964, 3.602, -6.047], [-9.072, -3.470, 2.652], [-1.601, 1.494, 0.276], [-7.176, -4.502, 0.947], [3.747, -0.712, 2.954], [2.946, -1.191, 0.059], [4.848, -4.468, -1.072], [2.659, -4.193, 0.500], [5.172, 4.980, -4.949], [5.161, -2.766, -2.699], [0.740, 0.304, -0.386], [1.186, -1.498, 2.384], [5.941, -0.859, 1.018], [1.142, -3.943, -1.824], [3.222, 3.547, -1.089], [-4.022, 1.283, 1.450], [-4.297, 4.173, 1.913], [4.716, 0.339, 0.550], [-4.320, 0.415, 2.958], [1.100, 2.679, -1.883], [3.703, -1.914, -2.247], [-1.848, -0.330, -1.073], [-1.872, 2.977, -0.663], [-1.266, -1.492, -3.074], [-3.220, -1.066, 0.487], [-5.399, -2.878, 1.462], [-2.042, 0.029, -3.459], [7.040, 2.970, -4.909], [5.482, 0.463, 2.103], [-6.018, 2.444, 2.261], [-0.473, 2.909, 2.115], [5.829, 1.484, -2.892]], "mulliken_charge": [-1.350, -0.381, -0.385, -0.519, -0.489, -0.621, -0.367, -0.366, -0.420, -0.614, -0.518, -0.410, 0.461, -0.488, -0.074, -0.621, -1.051, 0.420, 0.716, -0.794, -0.715, -0.699, -0.074, 0.396, -0.375, -0.469, 1.124, -0.499, -0.258, 0.653, -1.159, -0.577, -0.420, -0.337, -0.063, -1.879, 0.118, -0.076, -0.033, -0.560, -0.624, 0.429, 0.343, 0.253, 0.559, 0.261, 0.298, 0.286, 0.413, 0.297, 0.775, 0.328, 0.287, 0.279, -0.139, 0.015, 0.279, 0.789, -0.168, 0.300, 0.338, 0.375, 0.270, 0.340, -0.151, 0.346, 0.403, 0.034, 0.476, 0.163, 0.319, 0.409, -0.566, 0.267, 0.296, 0.197, 0.244, 0.096, 0.218, 0.178, 0.229, 0.429, 0.161, -0.393, 0.453, 0.268, 0.091, 0.008, 0.487, 0.317, 0.373, 0.300, 0.303, 0.235]}

---

{"formula": "C30H54BFN4O9PS", "method": "ωB97M-V with the def2-TZVPD basis set", "total_charge": 1, "symbols": ["S", "P", "F", "O", "O", "O", "O", "O", "O", "O", "O", "O", "N", "N", "N", "N", "C", "C", "C", "C", "C", "C", "C", "C", "C", "C", "C", "C", "C", "C", "C", "C", "C", "C", "C", "C", "C", "C", "C", "C", "C", "C", "C", "C", "C", "C", "B", "H", "H", "H", "H", "H", "H", "H", "H", "H", "H", "H", "H", "H", "H", "H", "H", "H", "H", "H", "H", "H", "H", "H", "H", "H", "H", "H", "H", "H", "H", "H", "H", "H", "H", "H", "H", "H", "H", "H", "H", "H", "H", "H", "H", "H", "H", "H", "H", "H", "H", "H", "H", "H", "H"], "xyz": [[1.535, 5.130, -0.342], [2.242, 1.184, -0.988], [0.722, 4.976, -1.668], [2.850, 5.503, -0.704], [-2.329, -2.155, 4.196], [-0.160, 1.505, 4.463], [1.505, -3.619, 1.176], [2.817, -2.534, -0.131], [0.747, 5.944, 0.522], [1.793, 0.963, 3.179], [-2.481, -2.067, -2.772], [-3.291, -0.754, -4.363], [-0.854, 2.413, 1.239], [2.554, -3.496, 0.567], [1.492, 3.564, 0.171], [-2.760, -0.538, 2.661], [-4.878, -1.844, 2.149], [-2.650, 0.531, -4.267], [-3.168, 2.652, -1.005], [1.923, -0.450, 2.956], [2.136, -1.137, -2.576], [2.679, 3.056, -3.190], [-2.126, 3.725, -0.636], [-1.911, 1.575, 1.922], [5.691, -5.442, 0.127], [-4.061, -0.578, 1.934], [0.908, 2.472, -0.622], [-1.703, 0.068, 1.843], [4.191, -6.687, 1.546], [-2.505, -1.773, -3.910], [-2.315, -1.864, 3.057], [-3.232, 2.348, -2.518], [-1.730, -2.496, -4.967], [3.238, 1.880, -2.377], [0.192, 2.796, 2.266], [5.412, -6.565, 0.894], [-1.790, -2.812, 2.011], [-0.192, 1.688, 0.122], [4.752, -4.430, 0.009], [3.244, -5.683, 1.439], [-1.562, 3.693, 0.778], [1.240, -0.119, -1.840], [3.546, -4.571, 0.673], [1.520, -1.274, 4.165], [-2.563, 1.007, -2.814], [1.459, 3.430, 1.637], [0.622, 1.625, 3.329], [-4.665, 0.246, 2.329], [6.642, -5.351, -0.380], [-2.312, -3.763, 2.123], [-0.691, -2.591, -4.651], [6.151, -7.350, 0.986], [1.922, -1.130, -3.648], [0.436, -1.375, 4.281], [-4.154, 2.967, -0.655], [-1.816, -2.029, -5.944], [-1.928, -2.466, 0.986], [4.194, 2.165, -1.934], [-2.378, 3.870, 1.484], [-0.745, -0.240, 2.273], [-1.349, 3.756, -1.398], [0.282, 0.803, 0.554], [2.979, -0.620, 2.733], [-2.008, 1.917, 2.952], [1.575, 4.428, 2.057], [3.977, -7.564, 2.140], [-4.288, 2.284, -2.799], [3.198, -0.914, -2.476], [-5.024, -2.043, 3.210], [1.904, -0.839, 5.088], [-0.927, 1.334, -0.593], [1.946, -2.147, -2.226], [-1.765, -0.280, 0.804], [2.914, 4.010, -2.723], [-2.955, 1.704, -0.506], [-0.811, 0.792, 4.504], [2.291, -5.762, 1.940], [4.953, -3.550, -0.583], [3.141, 3.075, -4.180], [-1.645, 0.442, -4.699], [-3.922, -0.379, 0.862], [-2.874, 1.792, 1.460], [0.654, -0.655, -1.088], [0.552, 2.830, -1.580], [-1.500, 1.108, -2.562], [1.387, -0.774, 2.058], [-0.886, 4.532, 0.920], [1.600, 2.992, -3.348], [-2.781, 3.152, -3.107], [0.539, 0.330, -2.552], [1.910, -2.287, 4.061], [2.351, 2.876, 1.937], [3.463, 1.061, -3.063], [-4.451, -2.716, 1.651], [-0.724, -2.969, 2.192], [-2.137, -3.510, -5.019], [-2.616, 4.701, -0.718], [-3.208, 1.212, -4.909], [-2.987, 0.230, -2.176], [-0.298, 3.553, 2.884], [-5.865, -1.696, 1.705]], "mulliken_charge": [1.263, -0.476, -0.212, -0.593, -0.545, -0.697, -0.546, -0.537, -0.645, -0.375, -0.456, -0.404, 1.352, 0.926, 0.462, 0.185, -1.521, -0.866, 0.917, 0.748, -1.734, -0.925, -1.118, -2.213, -0.521, 0.143, 0.243, 0.721, -0.555, 0.714, 0.457, -1.737, -1.030, -0.620, 0.306, -0.463, -0.791, -1.615, -0.245, -0.369, -1.358, 0.513, 0.195, -1.157, 1.557, -2.206, 0.611, 0.423, 0.388, 0.503, 0.238, 0.401, 0.313, 0.158, 0.639, 0.348, 0.243, 0.462, 0.655, -0.517, 0.176, 0.403, 0.344, 0.165, 0.668, 0.383, 0.390, 0.446, 0.398, 0.362, -0.139, 0.360, 0.233, 0.157, -0.965, 0.413, 0.466, 0.445, 0.457, 0.375, -0.076, 1.096, 0.102, 0.628, -0.813, -0.268, 0.965, 0.153, 0.394, 0.108, 0.343, 0.469, 0.468, 0.293, 0.073, 0.353, 0.595, 0.446, 0.105, 0.525, 0.473]}

---

Let's list HOMO in order: -3.054 -9.628 -4.143 -11.189 eV.
Let's list HOMO-LUMO gap in order: 5.18 9.83 6.45 8.44 eV.